(1)
56
Properties=species:S:1:pos:R:3:forces:R:3 method="wB97M-V/def2-TZVPD" charge=0 energy_ev=-100246.5851 e_homo_ev="-6.4 / -5.8" e_lumo_ev="-0.25 / -2.19" largest_force_ha_per_bohr=0.054 s2=6.22 spin_multiplicity=5
P 2.699737 0.835483 -0.035339 -2.64 -0.56 -0.68
P 1.061528 -2.215789 1.257339 -2.58 -0.12 -0.32
C 1.524329 -0.281434 -0.928520 0.59 0.40 -0.70
C 0.446385 -1.016515 -0.168985 0.66 0.51 0.60
H 2.146380 -0.962152 -1.543068 -0.15 0.21 0.27
H 1.017093 0.396220 -1.645894 0.28 -0.18 0.24
H -0.330468 -0.290777 0.210032 0.87 -0.86 0.00
H -0.076173 -1.685558 -0.857426 0.02 -0.01 0.05
C 1.653483 -3.701741 0.345449 0.46 0.21 0.34
H 2.500850 -4.093139 0.915404 -0.12 -0.16 -0.14
H 2.000632 -3.431192 -0.656376 -0.07 0.01 0.12
H 0.855952 -4.451171 0.270967 0.21 0.24 0.10
C -0.738565 -2.590156 1.503650 0.31 -0.05 1.18
H -1.132085 -3.119930 0.621983 0.21 0.19 0.31
H -1.283628 -1.628883 1.638195 0.28 -0.68 0.05
H -0.828188 -3.213462 2.411325 -0.21 0.24 -0.48
C 3.367320 1.804717 -1.399367 0.27 -0.16 -0.09
H 4.351873 2.194751 -1.139241 -0.04 0.12 -0.15
H 2.670633 2.629846 -1.623490 0.29 -0.39 0.07
H 3.447341 1.132140 -2.275052 0.04 0.43 0.40
C 1.645769 1.865941 1.016010 0.39 0.28 0.49
H 0.662735 1.403973 1.227343 0.37 0.02 -0.09
H 1.463166 2.836890 0.535332 0.05 -0.31 0.06
H 2.166478 2.045655 1.969696 -0.25 0.00 -0.23
Fe -2.235273 0.986458 -0.193073 2.03 -0.52 0.80
C -3.861963 0.142338 -0.559033 -0.14 -1.15 0.16
C -2.813845 -0.559652 -1.284271 -1.21 0.28 -0.27
C -2.592137 -0.333701 -2.764226 0.03 0.38 -0.55
C -2.275496 1.153146 -3.046942 -0.29 -0.11 -0.20
C -1.509817 1.784140 -1.898725 -0.49 0.05 -0.22
C -2.068829 2.702876 -0.955761 1.51 1.20 -0.33
C -3.526830 2.887560 -0.654057 -0.14 0.54 -0.47
C -4.388987 1.565990 -0.820382 -1.82 -0.22 -0.01
C 3.915220 -0.078608 0.877040 0.67 -0.27 0.10
H -4.404436 -0.389477 0.249302 0.48 0.35 -0.48
H -2.561822 -1.562969 -0.919477 -0.40 0.14 -0.08
H -3.490794 -0.617629 -3.333498 0.16 -0.13 -0.07
H -1.770282 -0.944855 -3.162789 -0.02 -0.07 0.26
H -1.706055 1.250324 -3.987924 -0.29 0.03 0.12
H -3.225836 1.692307 -3.174653 0.31 -0.06 -0.12
H -0.427083 1.797875 -2.067519 -0.11 0.37 0.17
H -1.413639 3.483723 -0.556962 -0.10 -0.19 0.11
H -3.962699 3.692677 -1.282526 -0.12 -0.64 -0.06
H -3.643137 3.294130 0.361998 0.26 -0.34 -0.15
H -5.182173 1.670058 -0.068007 0.04 0.08 -0.22
H -4.916943 1.641464 -1.778022 0.25 -0.11 -0.06
H 3.505316 -0.626804 1.734051 -0.13 0.23 -0.24
H 4.653194 0.630920 1.249756 0.15 -0.04 0.08
H 4.418428 -0.814626 0.231210 -0.15 0.30 0.11
Cl 3.918297 -0.145476 4.803506 1.20 0.57 0.21
C 2.651827 -1.147044 4.477046 -0.79 -0.81 -0.45
Cl -2.032680 1.097021 1.958589 0.41 0.13 1.57
C 2.739372 -2.340303 3.617374 -0.58 -0.49 -0.57
O 1.459807 -2.716287 3.312183 1.48 0.31 -1.13
O 3.771513 -2.865767 3.181333 -1.42 0.98 0.59
H 1.685205 -0.793526 4.804494 -0.01 -0.19 -0.01


(2)
58
Properties=species:S:1:pos:R:3:forces:R:3 method="wB97M-V/def2-TZVPD" charge=0 energy_ev=-64838.4588 e_homo_ev=-7.6 e_lumo_ev=0.03 largest_force_ha_per_bohr=0.047 spin_multiplicity=1
C 4.454724 -1.889481 2.342242 0.47 0.32 -0.70
C 4.969581 -0.843062 1.602774 -0.62 0.25 0.75
C 4.240861 0.457919 1.532085 1.26 1.00 1.15
Si 3.069585 0.568143 0.037781 0.98 -0.35 0.15
N 4.099817 0.760296 -1.372645 -0.68 0.00 0.91
C 2.048049 -0.998482 -0.170015 -0.07 0.43 -0.11
C 1.892344 -1.460069 -1.630444 0.31 -0.67 0.11
C 1.130638 -2.796764 -1.791666 -0.34 0.41 -0.05
C -0.129221 -2.922362 -0.927906 -0.59 0.21 -0.41
C -1.086739 -1.706985 -1.056272 -0.25 -0.48 0.48
C -2.575005 -2.082053 -0.806827 0.74 0.28 0.47
C -2.976313 -1.879586 0.680269 -0.54 -0.73 -0.51
C -4.231179 -1.045914 0.875513 0.08 -0.30 1.11
O -5.377901 -1.743720 0.392522 0.07 0.40 -0.54
C -6.263545 -0.836279 -0.236917 0.18 0.40 0.03
O 2.147411 1.956297 0.300896 -0.56 -0.98 -0.75
Si 0.755338 2.139272 -0.612810 0.42 -0.04 0.98
C -0.605168 2.639047 0.581576 1.75 -0.25 -1.64
C -0.356195 3.714576 1.422068 -0.92 -0.07 0.39
C -1.371645 4.015381 2.313545 0.97 0.18 -0.18
C -2.501710 3.224696 2.281820 -1.17 0.50 1.11
N -2.759162 2.213936 1.470991 0.25 -0.30 -0.26
C -1.780590 1.920070 0.611261 -0.47 0.22 0.42
P 1.200521 3.833693 -2.064034 -0.41 1.43 -0.20
O 2.822953 4.092441 -1.833349 -0.14 -0.77 -0.24
Cl 1.054562 2.964907 -3.958370 0.23 -0.36 0.32
H 4.100056 -2.770208 1.804067 1.70 -0.90 0.64
H 4.374538 -1.807338 3.424911 -1.77 0.51 -0.28
H 5.932515 -0.899809 1.087489 -0.96 -0.64 -1.51
H 4.929155 1.318723 1.426929 -0.16 -0.07 -0.06
H 3.654903 0.666403 2.442668 -0.15 -0.27 -0.18
H 3.600951 1.292274 -2.080049 0.45 0.01 -0.24
H 4.942898 1.245048 -1.084822 -0.01 0.18 -0.42
H 2.560955 -1.805158 0.364465 0.00 0.19 0.10
H 1.096121 -0.843492 0.353065 0.03 -0.17 -0.16
H 2.906346 -1.634535 -2.007195 -0.12 0.21 -0.09
H 1.455265 -0.711400 -2.298211 -0.06 0.08 0.28
H 1.793332 -3.654893 -1.637380 -0.01 0.14 0.15
H 0.806561 -2.845042 -2.840052 0.09 -0.12 0.10
H 0.088891 -3.076780 0.134660 0.16 -0.06 -0.14
H -0.701458 -3.795450 -1.266068 0.27 -0.07 0.10
H -0.969264 -1.208841 -2.023937 0.09 -0.06 0.10
H -0.818839 -1.025407 -0.242846 0.06 0.39 -0.50
H -3.227907 -1.487648 -1.453266 0.00 -0.13 0.06
H -2.694636 -3.140326 -1.051005 -0.25 0.18 -0.24
H -3.206589 -2.874791 1.081650 0.03 0.20 0.19
H -2.162516 -1.489982 1.301147 -0.04 0.16 -0.20
H -4.370005 -0.921534 1.962153 0.01 0.22 -0.16
H -4.156079 -0.034575 0.457510 0.05 -0.19 -0.20
H -6.550196 -0.024106 0.448553 -0.09 -0.18 -0.01
H -5.759488 -0.353144 -1.087711 -0.19 -0.13 -0.03
H -7.163555 -1.344160 -0.583330 0.18 -0.17 0.10
H 0.334159 0.924793 -1.326727 0.01 -0.06 -0.10
H 0.567645 4.280211 1.387648 0.00 -0.06 -0.01
H -1.255683 4.821534 3.027186 -0.23 -0.06 0.01
H -3.277573 3.460905 3.012914 -0.01 -0.14 -0.20
H -1.946458 1.079054 -0.059025 0.00 0.09 0.04
H 3.243942 4.363757 -2.659478 -0.01 0.19 0.11


(3)
63
Properties=species:S:1:pos:R:3:forces:R:3 method="wB97M-V/def2-TZVPD" charge=-1 energy_ev=-276495.1758 e_homo_ev="-3.5 / -3.6" e_lumo_ev="1.94 / 1.94" largest_force_ha_per_bohr=0.019 s2=8.76 spin_multiplicity=6
Mn -0.781312 1.238671 -0.418277 0.00 0.73 -0.31
O 0.284876 3.254703 -1.120876 0.12 -0.02 -0.37
C 0.382735 4.419426 -0.308638 0.02 0.11 0.18
C -0.919198 4.655984 0.451144 -0.08 -0.02 0.02
C -0.809203 6.113170 0.943403 0.04 -0.05 -0.08
O -1.834373 6.506705 1.839984 -0.04 0.05 0.05
C -1.100249 3.736075 1.683139 0.16 -0.19 0.10
Se 0.062856 2.131655 1.827567 0.06 0.07 0.30
C -2.115634 4.580293 -0.523843 -0.07 -0.29 -0.10
Se -2.933124 2.811352 -0.871118 0.12 0.06 0.17
H 1.128668 3.091685 -1.557050 0.01 0.01 0.07
H 0.580162 5.285472 -0.954152 -0.02 -0.02 -0.03
H 1.201156 4.314315 0.410021 0.00 -0.05 -0.02
H -0.793328 6.780830 0.070652 0.00 0.01 0.01
H 0.129785 6.245994 1.488992 -0.01 0.01 0.01
H -2.671623 6.175947 1.496281 0.03 -0.01 -0.02
H -2.118442 3.354407 1.695843 -0.04 0.10 0.01
H -0.926076 4.294289 2.600895 0.00 0.07 -0.04
H -1.817643 4.993637 -1.489412 0.03 0.11 0.05
H -2.943182 5.188743 -0.149144 0.03 0.06 -0.01
Se -0.274983 0.896398 -3.135444 0.08 0.34 -0.20
C -1.050238 -0.703622 -3.427165 -0.14 -0.41 -0.06
N -1.565284 -1.732257 -3.600468 -0.05 0.10 -0.03
C 0.734781 -1.607505 2.301082 0.00 -0.02 0.05
N 0.909229 -2.487389 1.150533 -0.02 0.05 -0.11
C 1.364283 -3.817226 1.511269 0.01 0.06 0.00
P 1.372728 -1.776876 -0.285326 0.15 -0.49 -0.15
O 0.748686 -0.443366 -0.404990 -0.27 0.30 0.32
N 1.040550 -2.942192 -1.411837 -0.04 0.32 0.22
C 1.545054 -2.741081 -2.771313 0.03 -0.10 -0.11
C -0.208806 -3.696566 -1.352297 -0.06 -0.10 -0.06
N 3.021612 -1.601937 -0.417888 -0.11 0.05 0.03
C 3.652611 -0.325539 -0.129293 -0.04 0.01 -0.02
C 3.938469 -2.710736 -0.563189 0.02 0.05 0.01
H 0.034506 -2.068285 3.002858 0.07 0.02 -0.03
H 0.332318 -0.646567 1.989857 0.05 0.01 0.01
H 1.680124 -1.432692 2.831631 0.02 -0.01 -0.02
H 0.601439 -4.305682 2.124225 0.01 -0.02 0.00
H 2.294829 -3.789319 2.093843 0.01 0.02 -0.01
H 1.532696 -4.416950 0.619270 -0.03 -0.03 0.01
H 2.188942 -1.865479 -2.814928 0.04 -0.02 0.00
H 0.714448 -2.574166 -3.459065 0.05 -0.02 0.07
H 2.110686 -3.618745 -3.102773 0.02 0.00 0.02
H -0.677533 -3.566014 -0.379536 0.03 -0.06 0.00
H -0.011893 -4.762009 -1.512868 0.03 -0.03 0.02
H -0.901391 -3.348077 -2.123071 0.06 0.00 0.08
H 2.889178 0.437630 0.002526 0.03 0.02 0.00
H 4.308367 -0.032767 -0.956161 0.00 0.00 0.00
H 4.258007 -0.382936 0.782732 -0.01 0.00 0.00
H 3.396382 -3.628779 -0.776564 -0.01 -0.01 0.00
H 4.538404 -2.855674 0.343661 -0.01 -0.02 0.00
H 4.630285 -2.522944 -1.392355 -0.01 0.00 0.00
I -2.763137 -2.633337 3.858635 -0.02 0.07 -0.19
C -2.739537 -1.920963 1.880735 -0.19 -0.21 0.29
C -3.169812 -2.743535 0.850902 0.07 0.19 -0.06
C -3.205572 -2.205162 -0.424953 -0.16 -0.10 0.04
C -2.803802 -0.893687 -0.607376 -0.11 0.17 0.05
N -2.331645 -0.130932 0.384544 -0.11 -0.95 -0.06
C -2.318896 -0.630665 1.621128 0.02 0.09 -0.01
H -3.469250 -3.764888 1.042691 -0.02 -0.01 -0.01
H -3.537190 -2.786063 -1.274716 0.02 0.02 -0.01
H -2.869760 -0.423965 -1.581414 0.14 -0.04 -0.03
H -1.946734 0.029199 2.397459 0.08 0.02 -0.04